{
  "formula": "C7H12BNO",
  "method": "the ωB97M-V functional and the def2-TZVPD basis",
  "spin_multiplicity": 1,
  "de_lowest_kcal_mol": 102.8,
  "molar_mass_g_mol": 136.99,
  "lumo_energy_ev": [0.32, 0.32],
  "homo_lumo_gap_ev": [7.6, 7.6],
  "species": ["B", "C", "C", "C", "C", "C", "C", "C", "N", "O", "H", "H", "H", "H", "H", "H", "H", "H", "H", "H", "H", "H"],
  "xyz": [[-0.120, 0.736, 0.371], [-1.517, -0.378, -1.559], [1.741, -4.287, -0.486], [0.673, -1.150, -0.997], [0.515, -2.443, -1.314], [-0.428, -0.238, -0.783], [-0.582, 3.347, 1.871], [-0.683, 3.301, 0.401], [1.553, -3.397, -1.366], [0.441, 0.339, 1.491], [-1.725, -1.103, -2.340], [-2.260, 0.336, -1.273], [2.558, -4.879, -0.582], [0.859, -4.442, 0.229], [1.614, -0.795, -0.949], [-0.506, -2.740, -1.320], [-0.989, 2.366, 2.302], [0.542, 3.371, 2.082], [-1.002, 4.281, 2.339], [-1.617, 3.088, -0.096], [0.178, 3.652, -0.159], [0.755, 1.033, 2.141]],
  "mulliken_charge": [0.334, -0.950, -0.278, -0.551, -0.263, 0.365, -0.639, -0.813, -0.454, -0.491, 0.376, 0.245, 0.325, 0.222, 0.479, 0.437, 0.177, 0.159, 0.285, 0.348, 0.341, 0.346]
}